Record 1
6 unconnected molecules or ions with the total composition C36H80BrO5PSi. Source: the OMol25 dataset; level of theory: ωB97M-V/def2-TZVPD.

```
! wB97M-V def2-TZVPD RIJCOSX def2/J DEFGRID3
* xyz 0 1
C -1.239 -4.001 0.873
Si 0.037 -2.619 0.867
C 1.706 -3.178 0.205
C -0.644 -1.269 -0.278
C 0.446 -0.285 -0.722
C 0.004 1.187 -0.924
C -1.468 1.429 -1.236
C -2.008 0.802 -2.528
C -3.524 0.521 -2.422
C -3.864 -0.958 -2.341
C -5.278 -1.219 -1.803
P -5.331 -0.964 0.053
Br -5.197 -0.649 2.416
C 0.181 -1.791 2.552
C -1.014 -1.446 3.210
C -0.990 -0.783 4.433
C 0.236 -0.466 5.011
C 1.427 -0.807 4.371
C 1.401 -1.468 3.145
H -2.228 -3.549 0.822
H -1.176 -4.665 1.728
H -1.117 -4.561 -0.052
H 1.902 -4.240 0.319
H 2.522 -2.584 0.606
H 1.693 -2.985 -0.867
H -1.397 -0.759 0.320
H -1.107 -1.760 -1.128
H 1.247 -0.273 0.016
H 0.900 -0.647 -1.642
H 0.630 1.636 -1.693
H 0.227 1.723 -0.003
H -1.590 2.509 -1.332
H -2.058 1.141 -0.369
H -1.471 -0.122 -2.725
H -1.814 1.466 -3.365
H -3.885 1.065 -1.554
H -4.019 0.932 -3.299
H -3.178 -1.506 -1.697
H -3.807 -1.390 -3.337
H -5.547 -2.258 -2.004
H -6.009 -0.592 -2.315
H -4.207 -1.786 0.220
H -5.269 0.428 -0.044
H -6.600 -1.524 0.210
H -1.966 -1.690 2.761
H -1.922 -0.516 4.903
H 0.238 0.044 5.958
H 2.375 -0.553 4.822
H 2.329 -1.715 2.654
C -6.823 3.524 -1.507
C -5.696 3.681 -2.513
O -5.854 2.898 -3.681
C -7.004 3.162 -4.463
C -7.077 4.584 -4.992
H -6.959 2.472 -1.246
H -6.591 4.078 -0.597
H -7.772 3.898 -1.892
H -4.761 3.339 -2.066
H -5.555 4.736 -2.773
H -7.914 2.911 -3.907
H -6.947 2.466 -5.300
H -7.188 5.315 -4.190
H -7.932 4.692 -5.659
H -6.170 4.832 -5.546
C 7.973 -1.771 4.622
C 7.699 -2.850 3.587
O 6.354 -3.287 3.552
C 5.391 -2.299 3.241
C 5.575 -1.659 1.875
H 7.655 -2.102 5.611
H 9.041 -1.551 4.656
H 7.449 -0.842 4.394
H 8.281 -3.740 3.827
H 8.022 -2.520 2.593
H 5.359 -1.533 4.025
H 4.429 -2.813 3.269
H 6.501 -1.085 1.812
H 4.749 -0.977 1.666
H 5.603 -2.424 1.097
C 0.885 1.307 8.532
C 2.256 1.698 8.007
O 2.435 3.092 7.842
C 2.309 3.876 9.012
C 3.308 3.528 10.103
H 0.100 1.716 7.894
H 0.788 0.221 8.550
H 0.714 1.673 9.546
H 2.400 1.271 7.014
H 3.043 1.283 8.647
H 1.284 3.827 9.400
H 2.470 4.904 8.687
H 3.150 2.524 10.499
H 3.215 4.230 10.932
H 4.327 3.579 9.717
C 4.936 -4.987 -1.828
C 3.851 -5.995 -2.170
O 2.857 -5.491 -3.043
C 3.306 -5.068 -4.316
C 3.964 -6.163 -5.138
H 4.492 -4.076 -1.423
H 5.615 -5.404 -1.084
H 5.528 -4.711 -2.702
H 3.322 -6.274 -1.258
H 4.289 -6.914 -2.574
H 3.976 -4.205 -4.220
H 2.414 -4.713 -4.832
H 4.893 -6.512 -4.687
H 4.199 -5.792 -6.136
H 3.296 -7.020 -5.234
C -0.198 5.595 -7.080
C -1.408 4.854 -7.623
O -1.461 3.489 -7.254
C -1.526 3.226 -5.865
C -2.743 3.818 -5.177
H 0.723 5.087 -7.369
H -0.174 6.610 -7.477
H -0.215 5.665 -5.991
H -1.374 4.854 -8.713
H -2.333 5.367 -7.335
H -0.605 3.554 -5.369
H -1.554 2.139 -5.780
H -2.730 4.910 -5.189
H -2.779 3.499 -4.134
H -3.660 3.489 -5.668
*
```

Calculated values
LUMO level (hartree): 0.0195
HOMO-LUMO gap (eV): 9.486
SMILES: C[Si](C)(CCCCCCCC[PH3]Br)c1ccccc1.CCOCC.CCOCC.CCOCC.CCOCC.CCOCC

Record 2
A molecular structure, C35H59NO20Pt. Source: the OMol25 dataset; level of theory: ωB97M-V/def2-TZVPD.

```
! wB97M-V def2-TZVPD RIJCOSX def2/J DEFGRID3
* xyz 0 3
Pt -3.613 2.125 22.770
C -0.515 0.710 25.004
C -1.531 1.886 24.913
C -0.911 2.943 25.860
C 0.062 3.934 25.142
C -0.694 4.649 24.033
C -1.090 3.701 22.906
N -1.675 2.472 23.523
O -1.559 1.478 22.627
C 0.134 3.304 22.046
C -2.085 4.418 21.973
C -2.887 1.339 25.367
H 0.413 1.012 24.517
H -0.849 -0.276 24.671
H -0.266 0.654 26.058
H -0.258 2.484 26.614
H -1.680 3.515 26.404
H 1.026 3.534 24.793
H 0.337 4.701 25.840
H -0.064 5.316 23.475
H -1.609 5.158 24.348
H 0.787 2.630 22.601
H 0.601 4.260 21.899
H -0.182 2.903 21.087
H -1.612 5.266 21.503
H -2.997 4.706 22.507
H -2.437 3.687 21.244
H -2.891 1.041 26.441
H -3.052 0.448 24.738
H -3.653 2.095 25.191
C -5.490 2.532 20.160
C -5.950 3.089 21.534
O -5.525 2.334 22.695
H -4.748 3.108 19.588
H -6.328 2.418 19.482
H -5.151 1.479 20.324
H -7.058 3.109 21.596
H -5.631 4.136 21.649
C -3.868 -0.381 14.737
C -4.792 0.034 15.860
C -5.948 0.991 15.450
O -7.106 0.390 16.065
C -6.827 -0.845 16.577
O -7.597 -1.584 17.065
O -5.503 -1.116 16.409
H -3.385 0.519 14.359
H -4.351 -0.952 13.959
H -3.043 -1.033 15.074
H -4.166 0.413 16.684
H -6.158 0.942 14.354
H -5.936 2.031 15.774
C -4.881 6.855 23.063
C -6.309 6.745 23.664
C -6.956 5.392 23.770
O -7.787 5.543 24.910
C -7.309 6.470 25.754
O -7.556 6.631 26.892
O -6.367 7.237 25.015
H -4.900 6.317 22.122
H -4.210 6.331 23.684
H -4.623 7.871 22.768
H -7.034 7.367 23.091
H -6.263 4.551 23.894
H -7.605 5.147 22.923
C -1.086 2.669 18.435
C -0.801 1.134 18.555
C -1.133 0.508 19.885
O -1.601 -0.765 19.523
C -2.042 -0.746 18.198
O -2.569 -1.681 17.655
O -1.714 0.437 17.692
H -1.019 3.036 17.410
H -0.403 3.235 19.072
H -2.090 2.871 18.764
H 0.163 0.872 18.117
H -1.943 1.079 20.343
H -0.356 0.359 20.616
C -8.194 6.481 19.620
C -9.663 6.661 20.122
C -10.239 5.408 20.769
O -11.091 5.948 21.743
C -10.740 7.266 22.037
O -11.210 7.930 22.856
O -9.703 7.593 21.197
H -7.669 5.887 20.361
H -7.712 7.440 19.542
H -8.195 5.885 18.731
H -10.397 7.015 19.369
H -9.454 4.782 21.221
H -10.803 4.856 20.024
C -4.913 6.963 17.290
C -3.636 7.050 16.518
C -2.601 7.969 17.040
O -1.385 7.370 16.497
C -1.714 6.033 16.238
O -0.875 5.259 15.911
O -2.987 5.800 16.376
H -4.730 6.485 18.257
H -5.705 6.403 16.800
H -5.295 7.962 17.512
H -3.899 7.270 15.485
H -2.557 8.016 18.127
H -2.734 9.011 16.739
C -9.097 1.444 21.209
C -9.260 1.953 19.780
C -8.778 1.108 18.630
O -9.845 1.210 17.633
C -10.905 1.848 18.168
O -11.939 2.121 17.635
O -10.648 2.212 19.457
H -9.733 0.579 21.431
H -9.173 2.233 21.965
H -8.077 1.103 21.247
H -8.845 2.964 19.676
H -8.593 0.054 18.921
H -7.829 1.471 18.234
*
```

Calculated values
LUMO level (spin up / spin down) (hartree): -0.0120 / -0.0761
HOMO-LUMO gap (spin up / spin down) (eV): 7.540 / 7.409
Expectation value of S²: 2.008

Record 3
A molecular structure, C31H56N3O2P2Sn. Source: the OMol25 dataset; level of theory: ωB97M-V/def2-TZVPD.

```
! wB97M-V def2-TZVPD RIJCOSX def2/J DEFGRID3
* xyz 1 1
C -1.187 -2.376 -1.807
C 0.841 -1.272 -2.130
C -0.671 -3.555 -2.344
C 1.468 -2.466 -2.543
C 0.700 -3.625 -2.613
H -1.356 -4.390 -2.501
H 2.528 -2.425 -2.812
H 1.149 -4.574 -2.889
N -0.364 -1.368 -1.474
P -3.091 -1.053 -0.193
P 3.468 0.359 -0.954
C -2.698 -2.163 -1.618
H -3.136 -1.732 -2.542
H -3.172 -3.150 -1.490
C -0.210 2.491 1.988
O 0.124 3.415 2.567
C 1.355 0.036 -2.429
H 2.175 0.056 -3.148
C 4.646 1.525 -1.786
C 3.719 0.401 0.855
C -4.271 0.341 -0.652
C -3.743 -2.310 1.057
C 3.969 2.907 -1.742
H 3.940 3.316 -0.726
H 4.551 3.590 -2.379
H 2.937 2.878 -2.129
C 6.060 1.578 -1.166
H 6.100 1.990 -0.151
H 6.549 0.594 -1.162
H 6.668 2.253 -1.787
C 4.803 1.026 -3.243
H 5.653 1.542 -3.726
H 5.010 -0.063 -3.244
H 3.901 1.210 -3.856
C 4.035 1.796 1.420
H 3.152 2.454 1.388
H 4.325 1.653 2.472
H 4.861 2.309 0.921
C 2.457 -0.108 1.577
H 1.626 0.615 1.531
H 2.101 -1.062 1.168
H 2.700 -0.266 2.641
C 4.858 -0.624 1.038
H 5.822 -0.260 0.660
H 4.969 -0.855 2.106
H 4.610 -1.557 0.505
C -4.043 -1.583 2.374
H -4.411 -2.323 3.101
H -3.146 -1.113 2.799
H -4.820 -0.815 2.264
C -2.658 -3.379 1.283
H -2.502 -3.997 0.389
H -1.698 -2.937 1.584
H -2.993 -4.050 2.090
C -5.005 -3.018 0.536
H -5.244 -3.830 1.238
H -5.876 -2.358 0.494
H -4.860 -3.471 -0.452
C -3.863 0.892 -2.027
H -3.958 0.142 -2.823
H -4.533 1.730 -2.277
H -2.835 1.288 -2.019
C -4.142 1.477 0.386
H -3.130 1.907 0.414
H -4.832 2.285 0.102
H -4.398 1.153 1.403
C -5.729 -0.138 -0.696
H -5.857 -1.010 -1.353
H -6.121 -0.367 0.305
H -6.349 0.676 -1.102
Sn -0.836 0.365 0.100
N -0.371 1.513 -1.615
C 0.421 1.077 -2.529
C 0.186 1.678 -3.974
C 1.342 1.435 -4.937
C -1.067 1.024 -4.560
C -0.107 3.177 -3.827
H 2.239 1.973 -4.615
H 1.586 0.369 -5.041
H 1.085 1.820 -5.935
H -1.934 1.230 -3.929
H -1.298 1.436 -5.553
H -0.975 -0.066 -4.649
H -0.552 3.599 -4.740
H -0.818 3.310 -2.998
H 0.820 3.719 -3.598
C -0.067 -2.468 4.481
C -0.307 -1.330 3.533
N -0.602 -0.151 4.130
O -0.269 -1.443 2.284
H -0.988 -2.707 5.039
H 0.714 -2.207 5.213
H 0.249 -3.341 3.907
H -0.679 0.698 3.574
H -0.550 -0.082 5.138
*
```

Calculated values
LUMO level (spin up / spin down) (hartree): -0.1149 / -0.1373
HOMO-LUMO gap (spin up / spin down) (eV): 6.123 / 5.432
Energy above the lowest of the compared OMol25 structures with the same formula, charge and spin (kcal/mol): 66.6

Record 4
2 unconnected molecules or ions with the total composition C5H13NO. Source: the OMol25 dataset; level of theory: ωB97M-V/def2-TZVPD.

```
! wB97M-V def2-TZVPD RIJCOSX def2/J DEFGRID3
* xyz 0 1
C -1.815 -0.940 1.945
C -1.651 -1.158 0.649
N -0.886 -2.208 0.114
H -2.401 -0.109 2.303
H -1.368 -1.583 2.694
H -2.040 -0.461 -0.082
H -0.928 -3.053 0.666
H -1.136 -2.423 -0.841
C 0.166 1.501 -1.580
C 0.811 1.537 -0.200
C 2.036 0.643 -0.084
O 1.773 -0.719 -0.391
H -0.731 2.113 -1.615
H -0.078 0.474 -1.860
H 0.879 1.849 -2.324
H 1.137 2.554 0.028
H 0.113 1.231 0.581
H 2.829 0.962 -0.765
H 2.435 0.714 0.931
H 0.853 -0.925 -0.170
*
```

Calculated values
LUMO level (hartree): 0.0350
HOMO-LUMO gap (eV): 9.816
Energy above the lowest of the compared OMol25 structures with the same formula, charge and spin (kcal/mol): 31.2
SMILES: C=CN.CCCO

no.,calculated total energy (hartree),molar mass (g mol⁻¹)
1,-5000.62706,732.0
2,-3047.78601,1008.9
3,-2426.26291,683.5
4,-328.26910,103.2